[1]
# C4H21NO6

6 unconnected molecules or ions with the total composition C4H21NO6 in a non-equilibrium geometry (the ωB97M-V functional and the def2-TZVPD basis, the OMol25 dataset).

ORCA input file:
```
! RIJCOSX wB97M-V def2-TZVPD def2/J DEFGRID3
* xyz 0 1
O -7.711 -3.041 29.341
H -7.906 -3.057 30.283
H -8.225 -3.762 28.966
O -3.210 -7.037 28.722
H -3.351 -6.737 29.628
H -4.080 -7.036 28.316
O -3.348 -5.913 31.272
H -2.391 -5.832 31.184
H -3.492 -6.128 32.198
O -5.586 -1.045 28.737
H -6.072 -1.876 28.752
H -4.979 -1.118 29.478
O -4.586 -3.686 29.795
H -4.164 -4.510 30.069
H -5.534 -3.849 29.824
C -3.225 -5.013 25.772
C -2.912 -3.638 26.272
C -4.098 -2.700 26.162
O -4.362 -2.448 24.790
C -5.379 -1.502 24.634
N -2.299 -3.637 27.628
H -4.049 -5.468 26.339
H -2.382 -5.701 25.873
H -3.538 -4.999 24.730
H -2.145 -3.208 25.614
H -3.831 -1.776 26.690
H -5.015 -3.108 26.610
H -6.291 -1.788 25.176
H -5.614 -1.421 23.573
H -5.078 -0.515 25.006
H -2.697 -2.932 28.229
H -2.462 -4.572 27.981
*
```

Output
* largest force on an atom: 1.319 eV/A
* SMILES: COC[C@H](C)N.O.O.O.O.O
* energy above the lowest of the compared OMol25 structures with the same formula, charge and spin: 146.7 kJ/mol
* LUMO: -0.1 eV

Atom charges from the Löwdin analysis, given in e for atoms 1 to 6: -0.04, 0.06, 0.06, -0.06, -0.03, 0.03



[2]
# C20H52BrO20PbS6

A molecular structure, C20H52BrO20PbS6 in a non-equilibrium geometry (the ωB97M-V functional and the def2-TZVPD basis, the OMol25 dataset).

ORCA input file:
```
! RIJCOSX wB97M-V def2-TZVPD def2/J DEFGRID3
* xyz -1 1
Pb -0.621 -0.632 -0.537
Br -3.465 -0.214 -0.965
O -0.102 -3.103 -1.178
C 0.164 -3.329 -2.569
C 0.959 -4.573 -3.134
O 0.786 -5.800 -2.547
H 0.652 -2.450 -3.025
H -0.855 -3.295 -2.979
H 2.027 -4.411 -3.393
H 0.573 -4.605 -4.179
O 1.987 -0.601 -1.586
S 3.313 -1.013 -1.934
O 3.721 -1.146 -3.326
O 4.343 0.082 -1.194
C 5.677 -0.108 -1.527
C 6.457 1.051 -0.802
C 3.783 -2.583 -1.133
H 5.936 -0.013 -2.584
H 6.072 -1.079 -1.218
H 6.368 0.971 0.281
H 6.094 1.974 -1.248
H 7.537 0.989 -0.955
H 3.789 -2.426 -0.051
H 4.831 -2.754 -1.369
H 3.142 -3.449 -1.294
O -1.479 3.488 2.850
S -1.868 2.188 2.325
O -1.110 1.528 1.289
O -1.823 1.113 3.653
C -2.405 1.595 4.850
C -3.927 1.424 4.899
C -3.591 2.213 1.821
H -2.061 2.594 5.120
H -2.022 1.017 5.697
H -4.369 2.351 4.519
H -4.313 1.414 5.919
H -4.364 0.653 4.270
H -4.080 1.243 1.853
H -3.478 2.523 0.781
H -4.117 2.938 2.437
O 1.078 -0.087 1.177
S 2.022 0.654 1.956
O 2.254 2.039 1.626
O 1.489 0.627 3.504
C 1.072 -0.595 4.111
C 1.505 -0.539 5.567
C 3.631 -0.080 2.167
H 1.255 -1.521 3.568
H -0.016 -0.482 4.074
H 2.602 -0.514 5.576
H 1.317 -1.407 6.199
H 1.274 0.390 6.085
H 4.308 0.698 2.522
H 4.064 -0.274 1.184
H 3.713 -0.954 2.807
O -1.033 -4.785 1.411
S -1.428 -3.604 2.117
O -1.241 -2.296 1.524
O -2.999 -3.755 2.583
C -3.718 -2.584 2.950
C -4.779 -2.941 4.018
C -0.663 -3.676 3.776
H -4.138 -2.085 2.076
H -3.090 -1.819 3.414
H -4.212 -2.965 4.952
H -5.144 -3.960 3.895
H -5.625 -2.269 4.142
H -0.707 -4.709 4.109
H -1.146 -3.029 4.505
H 0.343 -3.340 3.530
O -0.548 -0.201 -3.084
S -0.262 0.315 -4.395
O 1.030 0.938 -4.625
O -0.574 -0.841 -5.510
C -1.789 -1.595 -5.447
C -1.628 -2.827 -6.321
C -1.574 1.529 -4.869
H -2.669 -1.050 -5.804
H -2.023 -1.830 -4.407
H -0.761 -3.415 -6.007
H -1.586 -2.603 -7.385
H -2.378 -3.592 -6.108
H -1.272 1.891 -5.851
H -1.809 2.270 -4.112
H -2.484 0.970 -5.092
O -1.733 4.108 -0.746
S -0.457 3.587 -1.157
O -0.219 2.170 -1.246
O -0.078 4.288 -2.603
C -0.478 5.662 -2.757
C 0.143 6.110 -4.066
C 0.810 4.256 -0.071
H -0.193 6.248 -1.879
H -1.565 5.767 -2.742
H 1.210 6.272 -3.901
H -0.127 7.146 -4.288
H -0.105 5.414 -4.861
H 0.241 4.325 0.856
H 1.101 5.243 -0.423
H 1.627 3.543 -0.061
*
```

Output
* largest force on an atom: 3.311 eV/A
* LUMO: 1.6 eV

Atom charges from the Löwdin analysis, given in e for atoms 1 to 6: 1.30, -0.25, -0.43, -0.38, -0.52, -0.41



[3]
# C9H18INO3V

A molecular structure, C9H18INO3V in a non-equilibrium geometry (the ωB97M-V functional and the def2-TZVPD basis, the OMol25 dataset).

ORCA input file:
```
! RIJCOSX wB97M-V def2-TZVPD def2/J DEFGRID3
* xyz -1 1
O 0.700 -3.526 1.713
V 0.922 -1.909 2.024
O 2.221 -1.820 2.972
I -1.167 -0.849 3.653
C -1.272 -2.171 -0.354
C -0.755 -0.765 -0.693
C -1.881 0.174 -0.360
C -1.553 1.651 -0.443
C -0.288 1.900 0.387
C 0.874 0.893 0.193
N 0.444 -0.531 0.139
O 1.518 -1.372 -0.083
C 1.767 1.028 1.446
C 1.693 1.388 -1.025
C -0.449 -0.761 -2.230
H -2.096 -2.427 -1.020
H -1.617 -2.233 0.687
H -0.507 -2.951 -0.310
H -2.191 0.027 0.685
H -2.737 -0.078 -0.993
H -2.343 2.297 -0.066
H -1.343 1.880 -1.496
H -0.497 1.942 1.461
H 0.028 2.921 0.145
H 1.178 0.873 2.354
H 2.187 2.034 1.453
H 2.550 0.271 1.466
H 2.353 0.581 -1.353
H 2.251 2.280 -0.752
H 1.020 1.614 -1.853
H 0.444 -0.181 -2.460
H -1.290 -0.395 -2.813
H -0.164 -1.785 -2.471
*
```

Output
* largest force on an atom: 3.856 eV/A
* energy above the lowest of the compared OMol25 structures with the same formula, charge and spin: 0.0 kJ/mol
* LUMO: 2.9 eV

Atom charges from the Löwdin analysis, given in e for atoms 1 to 6: -0.44, 0.52, -0.44, 0.02, -0.07, -0.50



[4]
# C4H7NS

C4H7NS in the gas phase in a non-equilibrium geometry (the ωB97M-V functional and the def2-TZVPD basis, the OMol25 dataset).

ORCA input file:
```
! RIJCOSX wB97M-V def2-TZVPD def2/J DEFGRID3
* xyz 0 1
C -0.020 0.457 1.293
C 0.057 -0.348 0.004
C -0.022 0.550 -1.234
C 1.343 -1.077 -0.028
H 0.068 -0.201 2.152
H -0.999 0.989 1.290
H 0.751 1.219 1.367
H 0.817 1.298 -1.296
H -0.958 1.118 -1.258
H 0.031 0.023 -2.187
H -2.242 -0.776 -0.031
N 2.387 -1.600 -0.033
S -1.213 -1.652 -0.037
*
```

Output
* largest force on an atom: 2.323 eV/A
* SMILES: CC(C)(S)C#N
* energy above the lowest of the compared OMol25 structures with the same formula, charge and spin: 51.0 kJ/mol
* LUMO: 0.6 eV

Atom charges from the Löwdin analysis, given in e for atoms 1 to 6: -0.11, -0.90, -0.11, -0.27, 0.08, 0.09



Which Kohn-Sham gap belongs to each record? In order, 8.5 2.8 7.8 10.4 eV.